# C5H14N2O2

A 3-piece molecular cluster, C5H14N2O2 overall (ωB97M-V/def2-TZVPD, OMol25).

Computed properties:
Strongest force on any atom, eV/A: 0.4
Orbital gap (spin up / spin down), eV: 6.8 / 5.7
Electronic energy, eV: -12482.1292
HOMO level (spin up / spin down), eV: -8.575 / -8.054
E_LUMO (spin up / spin down), Ha: -0.06542 / -0.08614
ΔE to the lowest compared entry with this formula, charge and spin, kcal/mol: 142.9

Last columns: bonded neighbours and bond lengths (Å).
Cartesian coordinates (Å):
1 C 1.21708 -0.71648 -0.95404  C2 1.509, C3 1.840, N5 1.381, H7 1.090
2 C 2.25051 0.38352 -0.96697  C1 1.509, H12 1.089, H13 1.090, H14 1.092
3 C 0.79668 -1.22215 0.76417  C1 1.840, N4 1.346, O6 1.213
4 N -0.41058 -1.81537 0.82031  C3 1.346, H8 1.011, H9 1.039
5 N 0.13380 -0.57161 -1.79812  C1 1.381, H10 1.029, H11 1.011
6 O 1.76900 -1.46439 1.44809  C3 1.213
7 H 1.69356 -1.68623 -1.10122  C1 1.090
8 H -0.55910 -2.46823 1.57718  N4 1.011
9 H -1.20533 -1.25582 0.45185  N4 1.039
10 H -0.55573 0.13452 -1.50769  N5 1.029
11 H -0.37086 -1.43606 -1.94345  N5 1.011
12 H 1.79903 1.37461 -0.99432  C2 1.089
13 H 2.90925 0.30115 -0.10303  C2 1.090
14 H 2.85603 0.27659 -1.86980  C2 1.092
15 C 0.21034 0.94863 1.13722  H19 1.076, H20 1.074, H21 1.079
16 C -2.65053 1.19686 0.28151  O17 1.371, H18 1.104, H22 1.102, H23 1.120
17 O -1.86368 0.18961 -0.21529  C16 1.371
18 H -3.35043 0.84786 1.06065  C16 1.104
19 H -0.56146 0.74594 1.85950  C15 1.076
20 H -0.05176 1.57039 0.30190  C15 1.074
21 H 1.23376 0.95303 1.47872  C15 1.079
22 H -3.23471 1.70698 -0.50197  C16 1.102
23 H -2.05487 2.00664 0.77479  C16 1.120

***

# C5H14N2O2

A 2-piece molecular cluster, C5H14N2O2 overall in a non-equilibrium geometry (ωB97M-V/def2-TZVPD, OMol25).

Computed properties:
Strongest force on any atom, eV/A: 2.8
Orbital gap, eV: 9.2
Electronic energy, eV: -12487.0424
HOMO level, eV: -8.493
E_LUMO, Ha: 0.02682
ΔE to the lowest compared entry with this formula, charge and spin, kcal/mol: 29.6

Last columns: bonded neighbours and bond lengths (Å).
Cartesian coordinates (Å):
1 N -0.10268 0.85027 2.48673  C2 1.445, H9 1.012, H10 1.012
2 C 0.86298 -0.16420 2.12986  N1 1.445, C3 1.574, H11 1.093, H12 1.094
3 C 0.35627 -1.26615 1.12631  C2 1.574, C4 1.536, H13 1.096, H14 1.084
4 C 1.08730 -1.24322 -0.22393  C3 1.536, C5 1.608, H15 1.076, H16 1.101
5 C 0.93007 0.01018 -1.21939  C4 1.608, N6 1.453, H17 1.088, H18 1.084
6 N 0.04061 -0.27401 -2.33301  C5 1.453, C7 1.341, H19 0.992
7 C -1.29036 -0.15161 -2.21953  N6 1.341, O8 1.219, H20 1.103
8 O -1.92256 -0.01290 -1.18690  C7 1.219
9 H -0.20501 1.54349 1.75689  N1 1.012
10 H -0.97778 0.51474 2.86767  N1 1.012
11 H 1.22724 -0.65889 3.03334  C2 1.093
12 H 1.76038 0.28842 1.69665  C2 1.094
13 H 0.52723 -2.22373 1.63191  C3 1.096
14 H -0.70069 -1.19607 0.89523  C3 1.084
15 H 2.15358 -1.38746 -0.19940  C4 1.076
16 H 0.59885 -2.06277 -0.77341  C4 1.101
17 H 0.52203 0.84288 -0.65112  C5 1.088
18 H 1.97157 0.16704 -1.47525  C5 1.084
19 H 0.45931 -0.44531 -3.21633  N6 0.992
20 H -1.79745 -0.17964 -3.19854  C7 1.103
21 O -1.50982 2.51458 -0.26166  H22 0.969, H23 0.968
22 H -1.63831 1.55487 -0.29834  O21 0.969
23 H -2.35277 2.97949 -0.36778  O21 0.968

***

# C5H14N2O2

A 2-piece molecular cluster, C5H14N2O2 overall in a non-equilibrium geometry (ωB97M-V/def2-TZVPD, OMol25).

Computed properties:
2S+1: 2
Strongest force on any atom, eV/A: 2.5
Orbital gap (spin up / spin down), eV: 11.9 / 6.2
Total charge: +1
Electronic energy, eV: -12478.7398
HOMO level (spin up / spin down), eV: -14.839 / -14.329
<S²>: 0.758
E_LUMO (spin up / spin down), Ha: -0.10917 / -0.29822
ΔE to the lowest compared entry with this formula, charge and spin, kcal/mol: 9.7

Last columns: bonded neighbours and bond lengths (Å).
Cartesian coordinates (Å):
1 N -1.22323 2.04906 1.78358  C2 1.434, H9 1.015, H10 1.017
2 C -0.40591 2.32026 0.63741  N1 1.434, C3 1.583, H11 1.086, H12 1.108
3 C -0.70301 1.19697 -0.43826  C2 1.583, N4 1.324, O8 1.211
4 N -0.03765 0.05512 -0.35651  C3 1.324, C6 1.487, H13 1.013
5 C 1.46366 -0.93303 -1.91361  C6 1.528, H14 1.097, H15 1.109, H16 1.086
6 C 0.00483 -0.94271 -1.45793  N4 1.487, C5 1.528, C7 1.516, H17 1.097
7 C -0.55444 -2.20744 -0.83559  C6 1.516, H18 1.089, H19 1.099, H20 1.090
8 O -1.45000 1.56143 -1.31855  C3 1.211
9 H -1.95577 1.35248 1.68709  N1 1.015
10 H -1.62675 2.90639 2.15354  N1 1.017
11 H -0.47692 3.32212 0.22455  C2 1.086
12 H 0.64932 2.12896 0.91621  C2 1.108
13 H 0.39479 -0.15863 0.53480  N4 1.013
14 H 1.67605 -1.66294 -2.70504  C5 1.097
15 H 2.03543 -1.38325 -1.07684  C5 1.109
16 H 1.93427 -0.00191 -2.21546  C5 1.086
17 H -0.56448 -0.52963 -2.29999  C6 1.097
18 H -0.62454 -3.01580 -1.56154  C7 1.089
19 H 0.11672 -2.56042 -0.04001  C7 1.099
20 H -1.59271 -2.12950 -0.51347  C7 1.090
21 H 1.38137 -0.99019 2.48709  O23 0.957
22 H 0.84176 -0.03719 3.59399  O23 0.938
23 O 0.71722 -0.34014 2.71454  H21 0.957, H22 0.938

***

# C5H14N2P

An isolated ion of composition C5H14N2P and charge +1 in a non-equilibrium geometry (ωB97M-V/def2-TZVPD, OMol25).

Computed properties:
Strongest force on any atom, eV/A: 4.1
Orbital gap, eV: 7.7
Total charge: +1
Electronic energy, eV: -17671.0129
HOMO level, eV: -11.810
E_LUMO, Ha: -0.15014
ΔE to the lowest compared entry with this formula, charge and spin, kcal/mol: 56.7

Last columns: bonded neighbours and bond lengths (Å).
Cartesian coordinates (Å):
1 H 0.45349 2.84936 0.23473  P2 1.398
2 P 0.00804 2.01729 1.26611  H1 1.398, C3 1.677
3 C -1.02060 1.10796 0.30246  P2 1.677, C4 1.470, N5 1.495
4 C -1.65405 1.43019 -0.98414  C3 1.470, H10 1.047, H11 1.153, H12 1.031
5 N -1.52495 -0.16674 0.89845  C3 1.495, C6 1.477, H13 1.047, H14 1.020
6 C -0.90232 -1.36273 0.29482  N5 1.477, C7 1.573, H15 1.146, H16 1.138
7 C 0.63039 -1.33512 0.64779  C6 1.573, N8 1.513, H17 1.094, H18 1.085
8 N 1.13398 -0.25412 -0.28347  C7 1.513, C9 1.505, H19 1.011
9 C 2.55675 0.19316 -0.07947  N8 1.505, H20 1.041, H21 1.083, H22 1.105
10 H -2.01955 0.60238 -1.51176  C4 1.047
11 H -0.94214 1.95708 -1.72277  C4 1.153
12 H -2.40630 2.11999 -0.83536  C4 1.031
13 H -2.56800 -0.23554 0.84190  N5 1.047
14 H -1.47869 -0.29795 1.90870  N5 1.020
15 H -1.07944 -1.09085 -0.80439  C6 1.146
16 H -1.45081 -2.24123 0.76685  C6 1.138
17 H 0.75614 -0.84917 1.61944  C7 1.094
18 H 1.03168 -2.29698 0.34506  C7 1.085
19 H 0.62115 -0.33123 -1.15113  N8 1.011
20 H 2.95561 0.70534 -0.89301  C9 1.041
21 H 3.11041 -0.72946 0.04097  C9 1.083
22 H 2.49837 0.96974 0.70375  C9 1.105

***

# C5H14N2S

One molecule with the formula C5H14N2S (ωB97M-V/def2-TZVPD, OMol25).

Computed properties:
Strongest force on any atom, eV/A: 0.9
Orbital gap, eV: 9.8
Electronic energy, eV: -19227.2276
HOMO level, eV: -8.772
E_LUMO, Ha: 0.03594
ΔE to the lowest compared entry with this formula, charge and spin, kcal/mol: 1.6

Last columns: bonded neighbours and bond lengths (Å).
Cartesian coordinates (Å):
1 C -0.08484 0.17295 2.37849  C2 1.543, H9 1.093, H10 1.089, H11 1.089
2 C 0.19726 0.14137 0.86172  C1 1.543, C3 1.528, N6 1.448, H12 1.089
3 C -1.12324 0.04299 0.09939  C2 1.528, C4 1.538, H13 1.100, H14 1.091
4 C -0.93309 0.09596 -1.42544  C3 1.538, S5 1.796, H15 1.086, H16 1.082
5 S -2.50005 0.52716 -2.19071  C4 1.796, H17 1.331
6 N 1.08157 -0.93450 0.46610  C2 1.448, C7 1.437, H18 1.014
7 C 2.48468 -0.63741 0.37174  N6 1.437, N8 1.471, H19 1.090, H20 1.092
8 N 3.07934 -0.07292 1.59268  C7 1.471, H21 1.020, H22 1.019
9 H -0.28199 1.17075 2.77962  C1 1.093
10 H 0.77079 -0.24533 2.90750  C1 1.089
11 H -0.91607 -0.48527 2.62621  C1 1.089
12 H 0.64100 1.10479 0.61482  C2 1.089
13 H -1.58303 -0.92357 0.35415  C3 1.100
14 H -1.79938 0.82177 0.45592  C3 1.091
15 H -0.58427 -0.88069 -1.74831  C4 1.086
16 H -0.14891 0.80426 -1.65994  C4 1.082
17 H -2.08761 0.77723 -3.43102  S5 1.331
18 H 0.89235 -1.78584 0.98343  N6 1.014
19 H 3.00647 -1.57377 0.17597  C7 1.090
20 H 2.62795 -0.01519 -0.51449  C7 1.092
21 H 3.97762 0.34162 1.34267  N8 1.020
22 H 2.56026 0.75328 1.88751  N8 1.019

***

# C5H14N3

One molecule with the formula C5H14N3 in a non-equilibrium geometry (ωB97M-V/def2-TZVPD, OMol25).

Computed properties:
2S+1: 2
Strongest force on any atom, eV/A: 3.5
Orbital gap (spin up / spin down), eV: 3.7 / 8.7
Electronic energy, eV: -9878.0170
HOMO level (spin up / spin down), eV: -3.006 / -8.109
<S²>: 0.751
E_LUMO (spin up / spin down), Ha: 0.02670 / 0.02263
ΔE to the lowest compared entry with this formula, charge and spin, kcal/mol: 45.5

Last columns: bonded neighbours and bond lengths (Å).
Cartesian coordinates (Å):
1 C 0.61507 -2.61926 -0.52901  C2 1.529, H9 1.094, H10 1.096, H11 1.094
2 C 0.74000 -1.17814 -0.03370  C1 1.529, C3 1.601, N8 1.511, H12 1.103
3 C -0.47691 -0.34786 -0.65941  C2 1.601, C4 1.489, H13 1.112, H14 1.081
4 C -0.70446 0.89629 0.12586  C3 1.489, C5 1.355, N7 1.459
5 C -1.93626 1.42207 0.33002  C4 1.355, N6 1.397, H15 1.080
6 N -2.15095 2.57334 1.09173  C5 1.397, H16 1.007, H17 0.999
7 N 0.44107 1.54424 0.75602  C4 1.459, H18 1.005, H19 1.013
8 N 2.03032 -0.52559 -0.47319  C2 1.511, H20 1.038, H21 1.059, H22 1.048
9 H 1.58993 -2.99243 -0.85526  C1 1.094
10 H -0.05847 -2.68863 -1.39023  C1 1.096
11 H 0.25484 -3.42514 0.11702  C1 1.094
12 H 0.55641 -1.19053 1.05343  C2 1.103
13 H -0.03822 -0.14839 -1.66194  C3 1.112
14 H -1.35206 -0.94513 -0.87581  C3 1.081
15 H -2.85757 1.13213 -0.15309  C5 1.080
16 H -3.08126 2.95663 1.05579  N6 1.007
17 H -1.42581 3.22252 1.31543  N6 0.999
18 H 0.29867 2.53829 0.71882  N7 1.005
19 H 0.51773 1.13676 1.68074  N7 1.013
20 H 2.01763 0.50854 -0.38891  N8 1.038
21 H 2.66180 -1.04643 0.19865  N8 1.059
22 H 2.35850 -0.82328 -1.42296  N8 1.048

***

# C5H14N3

An isolated ion of composition C5H14N3 and charge +1 in a non-equilibrium geometry (ωB97M-V/def2-TZVPD, OMol25).

Computed properties:
Strongest force on any atom, eV/A: 5.1
Orbital gap, eV: 9.6
Total charge: +1
Electronic energy, eV: -9873.1204
HOMO level, eV: -13.548
E_LUMO, Ha: -0.14434
ΔE to the lowest compared entry with this formula, charge and spin, kcal/mol: 93.3

Last columns: bonded neighbours and bond lengths (Å).
Cartesian coordinates (Å):
1 C 1.02575 -2.05322 -1.27421  C2 1.432, H9 1.084, H10 1.091, H11 1.080
2 C 0.20096 -1.86093 -0.11998  C1 1.432, N3 1.291, H12 1.080
3 N -0.21971 -0.70820 0.28015  C2 1.291, C4 1.466, N5 1.456
4 C -1.43615 -0.62043 1.09272  N3 1.466, H13 1.141, H14 1.101, H15 1.108
5 N 0.25891 0.52682 -0.32508  N3 1.456, C6 1.516, C7 1.500
6 C 1.75187 0.66165 -0.09928  N5 1.516, H16 1.012, H17 1.144, H18 1.202
7 C -0.35515 1.79152 0.19662  N5 1.500, N8 1.459, H19 1.087, H20 1.116
8 N -1.78426 1.95546 -0.04759  C7 1.459, H21 1.034, H22 0.953
9 H 0.64108 -2.94790 -1.75113  C1 1.084
10 H 2.04115 -2.31462 -0.97195  C1 1.091
11 H 0.92854 -1.12826 -1.82382  C1 1.080
12 H -0.19781 -2.75200 0.34162  C2 1.080
13 H -1.12832 0.14501 1.88079  C4 1.141
14 H -2.22193 -0.07715 0.54446  C4 1.101
15 H -1.71448 -1.57909 1.57307  C4 1.108
16 H 2.08841 -0.22113 -0.46260  C6 1.012
17 H 2.17354 1.51590 -0.73187  C6 1.144
18 H 1.89454 0.55694 1.08948  C6 1.202
19 H 0.29098 2.62897 -0.05197  C7 1.087
20 H -0.26053 1.75755 1.30797  C7 1.116
21 H -1.87502 2.00625 -1.07604  N8 1.034
22 H -2.10237 2.71687 0.42861  N8 0.953

***

# C5H14N3

A 2-piece molecular cluster, C5H14N3 overall in a non-equilibrium geometry (ωB97M-V/def2-TZVPD, OMol25).

Computed properties:
Strongest force on any atom, eV/A: 2.6
Orbital gap, eV: 7.9
Total charge: +1
Electronic energy, eV: -9873.5693
HOMO level, eV: -11.337
E_LUMO, Ha: -0.12455
ΔE to the lowest compared entry with this formula, charge and spin, kcal/mol: 83.0

Last columns: bonded neighbours and bond lengths (Å).
Cartesian coordinates (Å):
1 C -1.22860 -3.61716 -0.71763  C2 1.341, H5 1.086, H6 1.081
2 C -0.30939 -2.86717 -0.09292  C1 1.341, N3 1.358, H7 1.113
3 N -0.53664 -2.06050 0.97516  C2 1.358, C4 1.491, H8 0.999
4 C 0.07480 -0.72849 0.70374  N3 1.491, H9 1.103, H10 1.107, H11 1.113
5 H -2.26873 -3.47625 -0.43781  C1 1.086
6 H -0.90354 -4.36856 -1.42382  C1 1.081
7 H 0.77898 -2.91342 -0.31911  C2 1.113
8 H -1.50166 -1.95117 1.20921  N3 0.999
9 H -0.38012 -0.04136 1.43635  C4 1.103
10 H 1.13797 -0.88051 0.97079  C4 1.107
11 H -0.09200 -0.33936 -0.32574  C4 1.113
12 C 0.51201 2.24902 0.41708  C13 1.365, N15 1.488, H16 1.066
13 C 0.12075 2.38094 -0.88349  C12 1.365, N14 1.391, H17 1.078
14 N -0.94960 3.06143 -1.45508  C13 1.391, H18 1.002, H19 0.996
15 N 1.75846 1.52448 0.78441  C12 1.488, H20 1.025, H21 1.012, H22 1.022
16 H 0.01051 2.49931 1.32381  C12 1.066
17 H 0.64645 1.80615 -1.62825  C13 1.078
18 H -1.24252 2.67389 -2.33171  N14 1.002
19 H -1.76170 3.14097 -0.88399  N14 0.996
20 H 1.58319 0.91440 1.58940  N15 1.025
21 H 2.52874 2.13095 1.03716  N15 1.012
22 H 2.02264 0.86239 0.05244  N15 1.022